[1]
DFT (ωB97M-V with the def2-TZVPD basis set) results for a 2-piece molecular cluster, C8H10N4OS overall in a non-equilibrium geometry.

```
24
Properties=species:S:1:pos:R:3:mulliken_charge:R:1
N -2.30 -1.32 1.11 -0.23
H -0.98 -0.33 2.38 0.43
H 3.12 1.55 1.83 0.36
C 1.82 -0.85 -0.91 -0.49
N -2.30 -1.66 -0.13 -0.69
C -1.14 -0.72 1.39 -0.15
H 1.38 -1.68 -1.51 0.31
S -2.23 1.71 0.18 0.14
H 3.81 -1.02 -1.57 0.41
H -3.92 1.79 -1.54 0.33
H 4.76 0.30 -0.05 0.37
H -4.31 1.25 0.06 0.29
C 3.70 0.29 0.07 -0.38
O -1.07 1.23 -0.66 -0.45
C 1.53 0.53 1.07 -0.24
C 3.16 -0.56 -0.88 -0.58
H 0.95 1.19 1.67 0.32
C 0.98 -0.38 0.08 0.88
N -0.36 -0.69 0.31 0.28
C 2.87 0.84 1.06 -0.72
C -3.65 1.12 -0.77 -0.84
N -1.12 -1.42 -0.60 0.05
H -0.97 -1.17 -1.60 0.31
H -3.71 0.01 -1.00 0.30
```

* charge: 0
* relative energy (zero: lowest compared OMol25 entry of this formula, charge and spin): 95.77 kcal/mol
* LUMO level (spin up / spin down): -0.5 / -0.1 eV
* molecular weight: 210.26 Da
* E_HOMO (spin up / spin down): -6.2 / -7.5 eV
* frontier orbital gap (spin up / spin down): 5.61 / 7.48 eV



[2]
DFT (ωB97M-V with the def2-TZVPD basis set) results for a 8-piece molecular cluster, C15H46N2O15 overall in a non-equilibrium geometry.

```
78
Properties=species:S:1:pos:R:3:mulliken_charge:R:1
H 5.66 7.89 15.72 0.24
O 10.48 10.39 7.76 -0.09
H 11.83 9.32 9.76 0.27
H 8.97 11.21 10.93 -0.19
H 11.87 11.17 9.79 -0.23
O 9.64 9.86 14.03 -0.65
C 8.67 13.40 12.81 -0.14
H 6.21 8.83 9.10 0.23
H 8.21 11.25 5.86 -0.07
H 12.11 9.58 13.94 0.34
H 12.57 13.80 8.66 0.24
H 10.28 15.27 7.99 0.32
O 10.18 11.39 5.26 -0.69
H 10.15 14.39 9.99 -0.05
H 10.10 9.49 7.84 0.07
O 7.88 8.75 6.46 -0.46
H 10.47 15.97 10.67 0.33
N 7.05 9.44 9.09 -0.16
O 12.40 13.53 9.55 -0.42
N 8.55 10.82 10.14 0.26
C 9.21 6.87 7.13 -0.57
H 12.90 15.49 10.08 0.31
C 11.71 9.61 12.96 -0.54
H 7.08 6.96 6.76 0.32
H 10.69 7.54 6.07 0.30
H 6.19 8.87 13.59 0.31
C 7.38 10.08 10.22 0.54
H 8.94 14.29 12.21 0.09
H 7.67 9.03 5.55 0.28
O 6.77 11.94 13.27 -0.43
H 4.61 10.62 13.84 0.33
O 4.48 9.88 14.44 -0.59
H 10.75 13.63 5.74 0.35
C 8.89 13.29 6.33 0.03
C 12.34 10.23 9.31 0.52
O 6.92 8.68 14.30 -0.60
H 12.35 9.45 7.33 0.44
O 10.77 15.84 8.60 -0.56
C 10.79 15.28 9.88 -0.04
H 9.26 5.78 7.16 0.39
H 12.33 11.19 7.37 0.24
H 8.58 12.25 4.46 0.45
H 12.41 7.86 12.36 0.29
C 5.33 10.01 15.56 -0.26
C 12.12 14.75 10.29 -0.49
O 12.42 8.80 11.99 -0.50
C 7.21 13.19 12.70 -0.70
H 7.98 7.06 5.28 0.47
H 10.39 11.00 6.10 0.48
H 9.35 11.58 13.23 0.19
H 11.77 10.61 12.57 0.24
H 9.16 10.65 9.32 0.24
H 13.88 9.65 10.29 0.38
H 8.93 13.65 13.87 0.30
O 6.68 10.17 11.20 -0.72
H 5.68 11.03 15.56 0.18
H 7.56 9.63 8.23 -0.08
H 8.80 9.44 14.25 0.31
H 6.97 8.81 16.42 0.35
H 12.10 14.40 11.33 0.32
H 6.68 13.98 13.25 0.44
C 10.33 9.06 13.12 -0.20
O 13.68 10.09 9.45 -0.62
O 9.98 14.16 6.04 -0.57
C 8.89 12.01 5.47 -0.24
H 6.85 13.27 11.67 0.27
C 11.96 10.28 7.87 -0.84
C 6.22 8.84 15.57 -0.27
H 8.80 7.12 8.10 0.22
H 4.66 9.94 16.47 0.28
H 10.39 8.01 13.45 0.58
H 9.72 9.07 12.17 0.04
C 7.99 7.37 6.36 -0.62
H 6.78 11.25 12.48 0.36
O 10.41 7.51 7.00 -0.44
H 7.95 13.82 6.07 0.33
H 8.94 12.99 7.50 -0.08
O 9.43 12.23 12.49 -0.38
```

* SMILES string: NC(N)=O.OCCO.OCCO.OCCO.OCCO.OCCO.OCCO.OCCO
* charge: 0
* relative energy (zero: lowest compared OMol25 entry of this formula, charge and spin): 10.23 kcal/mol
* LUMO level: 0.1 eV
* molecular weight: 494.53 Da
* E_HOMO: -9.7 eV
* frontier orbital gap: 9.79 eV



[3]
DFT (ωB97M-V with the def2-TZVPD basis set) results for an isolated ion of composition CH3N4 and charge +1 in a non-equilibrium geometry.

```
8
Properties=species:S:1:pos:R:3:mulliken_charge:R:1
N -0.87 -1.51 0.54 -0.08
N -1.62 -0.54 0.59 -0.25
H 0.93 1.70 -1.23 0.31
C 0.55 -0.03 -0.34 0.54
H 2.05 1.24 0.03 0.31
N 0.19 -1.15 -0.22 0.13
N 1.22 1.02 -0.53 -0.25
H -2.45 -0.73 1.16 0.29
```

* SMILES string: [H]/N=N/N=C=[NH2+]
* charge: +1
* relative energy (zero: lowest compared OMol25 entry of this formula, charge and spin): 84.76 kcal/mol
* LUMO level: -5.8 eV
* molecular weight: 71.06 Da
* E_HOMO: -15.9 eV
* frontier orbital gap: 10.11 eV



[4]
DFT (ωB97M-V with the def2-TZVPD basis set) results for a 11-piece molecular cluster, C40H109N7O11 overall in a non-equilibrium geometry.

```
167
Properties=species:S:1:pos:R:3:mulliken_charge:R:1
H 0.52 -3.88 5.76 0.34
H -1.11 3.52 -0.57 -0.16
H 0.29 4.18 0.14 0.53
H 4.22 0.94 0.04 -0.56
H -4.24 5.97 -1.46 0.37
H 0.11 -5.18 -2.69 0.40
H 4.52 3.52 -3.73 0.26
O -3.71 3.28 0.24 0.33
H -1.48 2.15 5.98 0.29
H -1.38 -0.47 -5.54 0.26
C -4.20 3.39 1.57 -0.95
H -1.51 0.19 -3.21 0.50
C 6.33 1.11 -0.41 0.39
H -0.53 -0.49 1.83 -0.77
C -2.66 4.77 -3.54 -0.64
C 4.08 2.95 1.84 -0.83
H 0.20 -1.29 -1.49 0.17
H -1.15 0.82 -0.20 -0.20
C -0.04 3.32 -0.44 -0.80
H -2.52 5.84 -1.08 0.32
C 3.05 0.07 -2.91 1.73
C -0.05 -3.80 2.89 1.38
H -0.94 -5.66 4.10 0.43
C -2.80 -3.15 -5.84 -1.31
O 0.42 2.17 0.19 -0.29
N -2.06 2.69 2.59 -0.16
O -0.16 -4.20 -4.55 -0.31
C 0.76 -0.18 0.21 1.77
H -3.10 -2.91 -6.85 0.44
H 1.14 -2.57 4.72 0.20
C -1.21 1.10 6.14 0.71
H 0.96 -2.36 -0.22 0.53
H -4.11 2.10 -1.51 0.06
H -0.69 -1.72 -0.18 -0.49
H 5.89 -0.80 0.57 0.17
H -2.54 -6.32 -6.69 0.24
C -3.03 -4.61 0.56 -0.89
H 6.92 0.19 1.41 0.37
H 2.24 -1.18 -4.34 0.27
H -3.69 -3.22 -5.20 0.34
C 0.60 -4.49 -3.38 -0.40
C -2.76 6.24 -3.13 0.45
H 4.10 -1.89 -2.98 0.61
H -0.78 -0.68 5.21 -0.74
C -4.45 -0.64 3.08 -1.34
H -4.08 -4.91 0.42 0.41
H 4.61 -0.97 5.84 0.39
H 7.55 -0.65 -0.06 0.33
H 2.14 -6.41 2.21 0.37
H -1.19 -5.98 -4.57 0.39
N -0.38 -6.15 3.41 -0.87
C 4.34 -1.58 4.99 -1.60
H 3.69 3.75 -5.24 0.27
H -2.54 -4.91 -0.37 0.08
C -3.25 6.37 -1.69 -1.32
H 2.00 -4.74 1.46 0.25
C 3.96 -0.70 3.82 0.90
H 5.25 -2.14 4.74 0.41
H -1.34 2.66 1.87 -0.01
O 5.18 2.30 1.28 -0.44
H -3.13 0.85 6.63 0.32
O -0.69 -3.38 4.11 -0.39
C -3.37 -1.42 2.36 1.37
C 4.24 3.01 -4.65 -0.79
C -3.68 1.24 -4.78 -1.31
H -0.88 -3.86 2.18 -0.58
H 2.50 -1.85 2.76 -0.81
H 3.23 0.06 4.12 0.08
H -0.27 -2.27 5.71 0.40
H -1.66 5.46 2.78 0.36
H -3.46 -0.05 0.80 -0.09
O 3.40 1.89 -4.41 -0.36
H -2.59 -5.29 1.30 0.29
H 0.76 0.33 6.83 0.25
H -1.71 4.82 1.15 -0.01
H 2.96 -1.66 -1.66 -0.10
O -1.95 0.16 -6.00 -0.59
H 0.54 2.06 7.08 0.33
C -0.97 0.35 4.87 1.10
H -1.00 -6.20 2.61 0.24
H -2.05 -4.67 -3.77 0.23
H -2.92 5.91 1.79 0.41
H 0.36 3.57 -1.44 0.42
H -3.48 -5.12 -7.28 0.25
H -5.10 -0.09 2.38 0.30
H -3.94 0.11 3.69 0.30
H 4.57 2.46 -0.70 0.63
H -1.33 7.49 -2.67 0.32
H 5.09 2.68 -5.25 0.32
C -3.03 3.76 2.51 0.33
H -3.31 7.41 -1.37 0.44
H -3.89 0.35 -4.16 0.27
H 0.80 -5.99 1.15 0.34
O -2.27 0.50 6.88 -0.61
C -4.50 2.44 -0.55 -0.91
H 4.75 0.33 -4.36 0.40
H -1.45 1.95 -3.28 -0.12
C 6.72 -0.10 0.38 -1.22
O -2.92 -3.24 0.82 -0.21
H 4.42 -0.90 -1.51 -0.11
H -5.13 -1.28 3.65 0.46
H -2.21 -2.38 -5.34 0.06
H 0.58 -2.99 2.50 -0.84
H -3.46 3.93 3.50 0.32
H -2.36 4.68 -4.58 0.28
H -2.43 1.75 2.66 0.04
H 0.08 0.98 -1.45 -0.11
C 1.49 -5.60 1.90 -1.44
N 1.97 -0.38 -3.78 -0.45
H -4.65 2.45 1.90 0.32
H -0.03 0.60 4.37 0.15
H 7.42 2.56 0.65 0.32
H 7.17 2.94 -0.82 0.29
H -1.81 0.36 4.18 -0.93
C 0.36 -1.48 -0.42 -1.42
H -4.68 1.44 -0.11 0.22
H 1.83 0.02 0.11 -0.19
C 0.02 1.10 7.07 -1.38
C -0.08 0.97 -0.36 0.13
H 1.58 -4.82 -3.71 0.25
N -2.76 -0.63 1.26 0.25
C 3.70 -1.15 -2.29 -0.93
C -2.17 1.24 -5.10 0.87
H 0.58 0.64 2.11 0.26
O 5.08 0.18 3.59 -0.64
H 3.36 -0.79 1.70 -0.72
C -2.32 5.02 2.02 -1.22
C -1.39 -4.90 -4.62 -0.53
H -1.23 -4.22 -6.61 0.21
H 4.84 0.88 2.98 0.20
H 1.83 0.37 -4.46 0.31
H -4.01 2.04 -4.11 0.23
H -2.00 2.22 -5.56 0.25
H -2.45 -1.54 2.93 -0.58
H -1.85 4.30 -2.95 -0.10
C 0.69 -5.14 3.10 0.63
N -3.01 -5.45 -6.45 -0.70
C 4.10 0.89 -3.67 -0.54
H -5.48 2.92 -0.64 0.41
H -3.43 6.71 -3.85 0.23
C 3.49 -1.42 2.58 1.13
H 4.74 1.35 -2.91 -0.09
H -4.92 4.22 1.55 0.47
H 3.12 2.42 1.92 0.20
H 4.26 3.40 2.82 0.37
H 3.56 -2.30 5.24 0.28
H 1.27 -5.08 4.01 0.36
H -4.23 -3.49 2.45 0.49
H 0.69 -3.57 -2.81 -0.14
C -2.04 -4.50 -5.93 0.60
H -0.31 0.93 8.09 0.38
H -3.48 4.13 -3.22 0.22
N 7.42 2.11 -0.27 -0.86
H 3.85 3.83 1.22 0.39
H 4.19 -2.21 2.29 0.46
C -1.29 1.03 -3.87 -0.84
H -0.23 1.03 -4.13 0.05
C 4.97 1.74 0.01 0.28
O -1.46 6.77 -3.30 -0.57
H -4.73 -2.35 1.14 0.32
H 6.37 0.99 -1.49 0.24
C 0.24 -3.04 5.12 -1.00
N 0.44 -0.26 1.66 0.79
C -3.89 -2.76 1.73 -1.12
H -2.42 -1.34 0.60 -0.02
H -4.18 1.30 -5.74 0.39
H 2.65 0.72 -2.13 -0.82
```

* SMILES string: COC[C@H](C)N.COC[C@H](C)N.COC[C@H](C)N.COC[C@H](C)N.COC[C@H](C)N.COC[C@H](C)N.COC[C@H](C)N.CC(C)O.CC(C)O.CC(C)O.CC(C)O
* charge: 0
* relative energy (zero: lowest compared OMol25 entry of this formula, charge and spin): 52.41 kcal/mol
* LUMO level: 0.4 eV
* molecular weight: 864.35 Da
* E_HOMO: -8.8 eV
* frontier orbital gap: 9.23 eV



Q: Among the records above, which one has the lowest molecular weight?
A: CH3N4



Q: Which formula does entry 4 have?
A: C40H109N7O11



Please write out number 1 again, unchanged.
DFT (ωB97M-V with the def2-TZVPD basis set) results for a 2-piece molecular cluster, C8H10N4OS overall in a non-equilibrium geometry.

```
24
Properties=species:S:1:pos:R:3:mulliken_charge:R:1
N -2.30 -1.32 1.11 -0.23
H -0.98 -0.33 2.38 0.43
H 3.12 1.55 1.83 0.36
C 1.82 -0.85 -0.91 -0.49
N -2.30 -1.66 -0.13 -0.69
C -1.14 -0.72 1.39 -0.15
H 1.38 -1.68 -1.51 0.31
S -2.23 1.71 0.18 0.14
H 3.81 -1.02 -1.57 0.41
H -3.92 1.79 -1.54 0.33
H 4.76 0.30 -0.05 0.37
H -4.31 1.25 0.06 0.29
C 3.70 0.29 0.07 -0.38
O -1.07 1.23 -0.66 -0.45
C 1.53 0.53 1.07 -0.24
C 3.16 -0.56 -0.88 -0.58
H 0.95 1.19 1.67 0.32
C 0.98 -0.38 0.08 0.88
N -0.36 -0.69 0.31 0.28
C 2.87 0.84 1.06 -0.72
C -3.65 1.12 -0.77 -0.84
N -1.12 -1.42 -0.60 0.05
H -0.97 -1.17 -1.60 0.31
H -3.71 0.01 -1.00 0.30
```

* charge: 0
* relative energy (zero: lowest compared OMol25 entry of this formula, charge and spin): 95.77 kcal/mol
* LUMO level (spin up / spin down): -0.5 / -0.1 eV
* molecular weight: 210.26 Da
* E_HOMO (spin up / spin down): -6.2 / -7.5 eV
* frontier orbital gap (spin up / spin down): 5.61 / 7.48 eV